Molecular formula: C3H6O3
Method: DFT, the ωB97M-V functional and the def2-TZVPD basis

The HOMO-LUMO gap is 10.8 eV. As for the total energy: -9349.7908 eV. Its max |F| is 2.25 eV/A. The calculation puts the energy relative to the best compared isomer or geometry (same formula, charge and spin) at 1.526 eV.

Positions of all 12 atoms, in Å:
H 3.34855 0.30203 0.84036
O -2.43416 -0.99223 -0.72844
C 1.64028 -0.56271 -0.03100
C 2.40786 0.68680 0.43848
H 2.24005 1.41998 -0.35333
O 0.44913 -0.55725 -0.18776
H -4.06653 -0.46597 0.36518
C -3.12185 -0.05801 -0.01895
H 2.31027 -1.38394 -0.38150
H 1.89825 1.13487 1.29702
H -1.94898 -0.56295 -1.44391
O -2.72287 1.03937 0.20383

Löwdin population analysis, charges in e, atoms 1 to 6: 0.070 0.044 -0.303 -0.052 0.086 0.033